1.
C38H39NOP2SiW | ωB97M-V/def2-TZVPD

As for the net charge: +2. The highest occupied orbital energy (alpha / beta) is -0.481 / -0.481 Eh. The calculation puts the electronic energy at -71840.55991 eV. The spin multiplicity is 3. As for the HOMO-LUMO gap (alpha / beta): 4.7 / 5.0 eV.

Last column: Löwdin charge in e.
Positions of all 83 atoms, in Å:
C (-1.3047, 3.4842, -3.8608)  0.02
C (-1.1393, 2.1777, -3.3793)  -0.21
C (0.1757, 1.6443, -3.2970)  -0.18
C (1.3114, 2.4482, -3.5897)  -0.14
C (1.1015, 3.7698, -4.0674)  0.02
C (-0.1874, 4.2712, -4.2083)  -0.02
C (2.5704, 1.8653, -3.3909)  0.11
C (2.6957, 0.4843, -3.5653)  -0.16
C (1.5371, -0.2918, -3.3281)  -0.19
C (1.5620, -1.6983, -3.4451)  -0.20
C (2.7573, -2.3210, -3.8303)  0.03
C (3.9089, -1.5539, -4.0828)  -0.02
C (3.8847, -0.1771, -3.9501)  0.03
H (-2.3179, 3.9033, -3.9431)  0.14
H (1.9768, 4.3711, -4.3497)  0.14
H (-0.3518, 5.2861, -4.5814)  0.13
H (3.4592, 2.4982, -3.4546)  0.16
H (2.7832, -3.4099, -3.9119)  0.14
H (4.8226, -2.0735, -4.3889)  0.13
H (4.7784, 0.4232, -4.1530)  0.14
N (0.4259, 0.3691, -2.7771)  -0.13
W (0.1125, 0.0515, -0.7854)  1.05
C (-2.2969, 1.3539, -2.8736)  -0.24
H (-2.4000, 0.3964, -3.3912)  0.10
H (-3.2476, 1.9027, -2.9607)  0.11
C (0.3391, -2.4770, -2.9974)  -0.23
H (-0.5729, -2.1697, -3.5288)  0.11
H (0.4850, -3.5533, -3.1212)  0.10
P (-2.0493, 0.9703, -1.0629)  0.75
P (0.0953, -2.1589, -1.1877)  0.72
C (1.3234, -3.2757, -0.4759)  -0.19
H (0.9945, -3.5976, 0.5172)  0.05
H (1.4120, -4.1524, -1.1289)  0.07
H (2.3025, -2.7864, -0.4011)  0.06
C (-1.4866, -2.9586, -0.8703)  -0.20
H (-1.3367, -4.0371, -1.0106)  0.08
H (-1.8089, -2.7572, 0.1591)  0.03
H (-2.2455, -2.5956, -1.5759)  0.05
C (-2.3378, 2.5627, -0.2484)  -0.21
H (-3.3668, 2.8950, -0.4563)  0.08
H (-2.1869, 2.4621, 0.8319)  0.04
H (-1.6262, 3.3078, -0.6241)  0.06
C (-3.5288, -0.0159, -0.7262)  -0.22
H (-3.4233, -0.5631, 0.2164)  0.02
H (-4.3830, 0.6692, -0.6520)  0.08
H (-3.6950, -0.7357, -1.5381)  0.06
C (2.1671, 0.3460, -0.3484)  -0.34
O (3.2512, -0.0035, 0.0822)  0.07
H (1.9399, 1.2446, -1.1291)  0.09
C (-1.1522, 4.0303, 3.7376)  -0.06
C (-0.2033, 3.9614, 2.7168)  -0.07
C (0.1320, 2.7293, 2.1476)  -0.15
C (-0.5183, 1.5583, 2.5564)  -0.35
C (-1.4379, 1.6210, 3.6174)  -0.10
C (-1.7558, 2.8571, 4.1991)  -0.05
Si (0.0233, -0.0697, 1.7026)  0.61
C (1.4849, -0.5542, 2.8667)  -0.28
C (2.2538, -1.6749, 2.5738)  -0.16
C (3.2473, -2.1369, 3.4449)  -0.07
C (3.5075, -1.4511, 4.6304)  -0.07
C (2.7674, -0.3072, 4.9356)  -0.05
C (1.7497, 0.1275, 4.0626)  -0.07
C (-1.2953, -1.3374, 2.3060)  -0.30
C (-0.9159, -2.6311, 2.6904)  -0.10
C (-1.8858, -3.5925, 2.9973)  -0.06
C (-3.2416, -3.2529, 2.9984)  -0.06
C (-3.6187, -1.9402, 2.7104)  -0.07
C (-2.6496, -0.9847, 2.3877)  -0.16
H (-1.4225, 4.9892, 4.1746)  0.11
H (0.2858, 4.8656, 2.3631)  0.11
H (0.9022, 2.6862, 1.3815)  0.09
H (-1.9018, 0.7244, 4.0156)  0.10
H (-2.4813, 2.8896, 5.0161)  0.12
H (2.0741, -2.2321, 1.6566)  0.05
H (3.8137, -3.0304, 3.1921)  0.11
H (4.2865, -1.7994, 5.3138)  0.11
H (2.9655, 0.2548, 5.8472)  0.11
H (1.1621, 1.0048, 4.3437)  0.10
H (0.1350, -2.8926, 2.7868)  0.09
H (-1.5712, -4.6069, 3.2532)  0.12
H (-3.9938, -3.9999, 3.2387)  0.11
H (-4.6677, -1.6470, 2.7517)  0.12
H (-2.9579, 0.0464, 2.2262)  0.09

=====

2.
C4H13N2S | ωB97M-V/def2-TZVPD

As for the net charge: +1. The highest occupied orbital energy is -0.474 Eh. The calculation puts the electronic energy at -18167.06466 eV. As for the SMILES: CNC[C@H]([NH3+])CS. As for the HOMO-LUMO gap: 9.2 eV.

Last column: Löwdin charge in e.
Positions of all 20 atoms, in Å:
C (1.5622, 0.7949, -2.4915)  -0.07
N (0.1953, 0.3869, -2.0237)  -0.10
C (0.2051, -0.9046, -1.3499)  -0.22
C (0.1241, -0.6642, 0.1696)  -0.34
N (-0.1167, -2.0239, 0.8222)  0.22
C (-1.0115, 0.2599, 0.6055)  -0.51
S (-0.5515, 1.3438, 2.0088)  0.76
H (1.7705, 0.4153, -3.4831)  0.08
H (1.6498, 1.8704, -2.4030)  0.08
H (2.2886, 0.3699, -1.8043)  0.07
H (-0.2986, 0.1974, -2.8901)  0.11
H (-0.6292, -1.5244, -1.7022)  0.13
H (1.1239, -1.4750, -1.5512)  0.12
H (1.0743, -0.2492, 0.4856)  0.14
H (-0.5347, -1.9411, 1.7518)  0.16
H (-0.7842, -2.5477, 0.2524)  0.17
H (0.7412, -2.5815, 0.8715)  0.18
H (-1.8854, -0.2908, 0.9674)  0.08
H (-1.3547, 0.9134, -0.1921)  0.08
H (-0.3020, 0.3588, 2.8830)  -0.15

=====

3.
C36H57AsBCsF6N8OS4SbSi2 | ωB97M-V/def2-TZVPD

As for the net charge: -2. The highest occupied orbital energy (alpha / beta) is -0.063 / -0.062 Eh. The calculation puts the electronic energy at -196236.84256 eV. The spin multiplicity is 2. As for the HOMO-LUMO gap (alpha / beta): 5.3 / 5.2 eV.

Last column: Löwdin charge in e.
Positions of all 118 atoms, in Å:
Cs (0.8595, 1.1165, 0.9407)  1.09
C (4.1073, -4.7547, 2.2033)  -0.04
C (3.3320, -3.6263, 1.5212)  -0.53
C (4.1013, -2.3240, 1.7060)  -0.09
C (3.2227, -3.8712, 0.0140)  -0.04
N (1.9425, -3.6529, 2.0671)  0.00
C (1.1698, -4.7775, 1.8290)  -0.09
C (-0.0389, -4.5553, 2.3642)  -0.10
N (-0.0381, -3.2976, 2.9197)  0.02
B (-1.4180, -2.7777, 3.4072)  -0.62
N (-2.4206, -2.6648, 2.2322)  0.01
C (-3.7599, -2.7799, 2.5196)  -0.08
C (-4.4522, -2.6685, 1.3743)  -0.07
N (-3.5229, -2.4919, 0.3604)  0.00
C (-2.2593, -2.4630, 0.9036)  -0.71
S (-0.7918, -2.2215, 0.0836)  0.63
C (-3.8644, -2.4674, -1.0781)  -0.56
C (-3.2081, -3.6654, -1.7622)  -0.05
C (-3.4300, -1.1581, -1.7195)  -0.04
C (-5.3816, -2.5762, -1.2285)  -0.06
N (-1.3788, -1.4982, 4.2620)  0.03
C (-0.9115, -1.5943, 5.5499)  -0.10
C (-0.8025, -0.3567, 6.0577)  -0.07
N (-1.2054, 0.5233, 5.0654)  0.00
C (-1.5793, -0.1936, 3.9574)  -0.68
S (-2.2638, 0.4330, 2.5310)  0.60
C (-1.2712, 1.9999, 5.2436)  -0.55
C (-2.7199, 2.4797, 5.2190)  -0.04
C (-0.6700, 2.3506, 6.6045)  -0.07
C (-0.4212, 2.6836, 4.1778)  -0.07
C (1.1922, -2.7435, 2.7694)  -0.71
S (1.6852, -1.2575, 3.4280)  0.57
H (5.1330, -4.7623, 1.8323)  0.08
H (3.6680, -5.7340, 2.0065)  0.07
H (4.1280, -4.5945, 3.2822)  0.09
H (5.0577, -2.4792, 1.1968)  0.08
H (4.2832, -2.0902, 2.7505)  0.05
H (3.5981, -1.4870, 1.2324)  0.04
H (4.2261, -3.8818, -0.4136)  0.08
H (2.6606, -3.0619, -0.4532)  0.05
H (2.7394, -4.8178, -0.2303)  0.07
H (1.5367, -5.6206, 1.2773)  0.11
H (-0.9273, -5.1602, 2.3515)  0.12
H (-1.8615, -3.6524, 4.1311)  0.12
H (-4.1033, -2.8997, 3.5296)  0.12
H (-5.5104, -2.6759, 1.2068)  0.10
H (-2.1240, -3.6099, -1.6698)  0.03
H (-3.4774, -3.6705, -2.8200)  0.08
H (-3.5591, -4.5951, -1.3078)  0.08
H (-2.3580, -1.0311, -1.6377)  0.02
H (-3.9223, -0.3163, -1.2306)  0.07
H (-3.7153, -1.1670, -2.7736)  0.09
H (-5.7705, -3.5166, -0.8347)  0.08
H (-5.6078, -2.5375, -2.2941)  0.08
H (-5.8974, -1.7450, -0.7457)  0.08
H (-0.6362, -2.5427, 5.9721)  0.12
H (-0.4147, -0.0336, 7.0021)  0.10
H (-3.2875, 1.9971, 6.0182)  0.08
H (-3.1861, 2.2537, 4.2638)  0.03
H (-2.7378, 3.5594, 5.3774)  0.09
H (-1.2633, 1.9612, 7.4344)  0.08
H (-0.6523, 3.4373, 6.6844)  0.09
H (0.3559, 1.9926, 6.6976)  0.09
H (-0.8177, 2.5151, 3.1832)  0.00
H (0.6046, 2.3108, 4.2170)  0.09
H (-0.3992, 3.7584, 4.3641)  0.09
S (-6.0375, 1.2531, 1.6175)  0.68
C (-4.9528, 1.7063, 0.5750)  -0.77
N (-4.1015, 1.9887, -0.2022)  0.09
O (2.7626, 0.9459, -0.5403)  -0.74
N (2.6789, -0.3261, -0.6979)  -0.53
F (0.6769, 3.5229, 1.3858)  -0.65
Sb (0.7151, 5.4159, 1.0936)  1.35
F (1.4095, 5.6538, 2.8341)  -0.37
F (-1.0422, 5.5428, 1.7698)  -0.37
F (0.7615, 7.2751, 0.7653)  -0.38
F (0.0007, 5.1156, -0.6354)  -0.36
F (2.4556, 5.2262, 0.4012)  -0.36
C (4.8560, -0.8167, -5.0283)  -0.24
Si (4.4928, -0.3692, -3.2332)  0.24
C (5.5817, -1.4460, -2.1557)  -0.24
C (4.9682, 1.4173, -2.9451)  -0.21
As (2.3007, -0.8776, -2.5772)  0.86
Si (1.1982, 0.9667, -3.5697)  0.27
C (1.1068, 2.6217, -2.7011)  -0.19
C (-0.5723, 0.4149, -3.8294)  -0.22
C (1.9088, 1.2730, -5.2883)  -0.23
H (5.9341, -0.7637, -5.2082)  0.02
H (4.3618, -0.1397, -5.7238)  0.00
H (4.5233, -1.8315, -5.2516)  0.02
H (6.6376, -1.2337, -2.3479)  0.02
H (5.3970, -2.5037, -2.3543)  0.02
H (5.3655, -1.2611, -1.1028)  0.01
H (6.0570, 1.5195, -2.9166)  0.02
H (4.5501, 1.7504, -1.9944)  0.01
H (4.5855, 2.0686, -3.7323)  0.01
H (0.2681, 2.6762, -2.0025)  0.02
H (0.9281, 3.3736, -3.4804)  0.03
H (2.0065, 2.8912, -2.1515)  0.02
H (-1.0404, 0.2259, -2.8655)  0.01
H (-0.6255, -0.5114, -4.4055)  0.03
H (-1.1502, 1.1906, -4.3414)  -0.01
H (2.9007, 1.7234, -5.2363)  0.00
H (1.2493, 1.9646, -5.8203)  0.01
H (1.9865, 0.3527, -5.8689)  0.02
C (-3.5882, 2.5311, -1.2812)  -0.04
C (-3.0714, 2.9837, -2.2685)  0.07
C (-2.4190, 3.5301, -3.4273)  -0.24
C (-2.4895, 2.8639, -4.6509)  -0.08
C (-1.8213, 3.3695, -5.7535)  -0.10
C (-1.0862, 4.5429, -5.6423)  -0.10
C (-1.0217, 5.2099, -4.4265)  -0.08
C (-1.6843, 4.7097, -3.3161)  -0.03
H (-3.0446, 1.9371, -4.7158)  0.12
H (-1.8618, 2.8364, -6.6953)  0.10
H (-0.5491, 4.9286, -6.5002)  0.10
H (-0.4323, 6.1110, -4.3220)  0.11
H (-1.5985, 5.1981, -2.3580)  0.10

=====

4.
C27H44AuNOSSiTe | ωB97M-V/def2-TZVPD

As for the net charge: +2. The highest occupied orbital energy is -0.497 Eh. The calculation puts the electronic energy at -61933.56334 eV. As for the HOMO-LUMO gap: 6.4 eV.

Last column: Löwdin charge in e.
Positions of all 77 atoms, in Å:
Au (-0.0335, -0.0472, 1.0227)  0.43
C (-0.0481, -1.2483, -0.6902)  -0.43
Si (-1.4206, -1.1585, -1.8185)  0.80
C (-3.4785, -2.6489, -0.3751)  0.12
N (-3.3446, -2.0314, 0.7238)  -0.08
C (-2.5789, -2.5880, 1.8631)  -0.11
C (-3.5319, -2.7793, 3.0378)  -0.14
C (-4.2135, -1.4627, 3.3986)  -0.17
C (-4.9356, -0.8744, 2.1897)  -0.14
C (-3.9901, -0.7259, 1.0036)  -0.10
C (-2.3568, 0.3967, -2.0140)  -0.29
C (-3.6128, 0.4252, -2.6352)  -0.10
C (-4.2509, 1.6287, -2.8785)  -0.05
C (-3.6221, 2.8215, -2.5379)  -0.04
C (-2.3656, 2.8121, -1.9452)  -0.05
C (-1.7405, 1.6073, -1.6671)  -0.10
C (-1.6503, -2.2647, -3.2665)  -0.27
C (-2.2287, -3.5160, -3.4715)  -0.09
C (-2.2091, -4.0990, -4.7280)  -0.05
C (-1.6006, -3.4430, -5.7900)  -0.04
C (-1.0142, -2.2007, -5.6012)  -0.04
C (-1.0495, -1.6022, -4.3508)  -0.09
H (0.6884, -0.7489, -1.3679)  -0.02
H (0.2946, -2.2642, -0.4891)  0.01
H (-2.9809, -3.6010, -0.5186)  0.12
H (-4.1302, -2.2463, -1.1435)  0.12
H (-1.8063, -1.8469, 2.0864)  0.08
H (-2.1054, -3.5107, 1.5331)  0.14
H (-2.9527, -3.1678, 3.8755)  0.13
H (-4.2732, -3.5404, 2.7811)  0.13
H (-3.4663, -0.7499, 3.7613)  0.12
H (-4.9194, -1.6199, 4.2127)  0.13
H (-5.3379, 0.1131, 2.4154)  0.13
H (-5.7791, -1.5059, 1.8995)  0.13
H (-3.1612, -0.0472, 1.2287)  0.12
H (-4.4809, -0.3912, 0.0917)  0.13
H (-4.0850, -0.4963, -2.9629)  0.11
H (-5.2227, 1.6444, -3.3530)  0.12
H (-4.1100, 3.7637, -2.7500)  0.12
H (-1.8753, 3.7458, -1.7027)  0.11
H (-0.7582, 1.6019, -1.2094)  0.06
H (-2.6944, -4.0654, -2.6624)  0.08
H (-2.6635, -5.0686, -4.8794)  0.12
H (-1.5848, -3.9021, -6.7692)  0.12
H (-0.5383, -1.6892, -6.4267)  0.12
H (-0.5932, -0.6212, -4.2309)  0.11
C (1.6346, 0.3917, 4.1995)  -0.41
Te (0.1004, 1.4186, 3.1454)  1.17
C (1.3579, 2.9863, 2.4583)  -0.41
H (2.4423, 0.1526, 3.5148)  0.01
H (1.2104, -0.5183, 4.6152)  0.01
H (1.9812, 1.0356, 5.0030)  0.02
H (1.5365, 3.6709, 3.2824)  0.02
H (0.8456, 3.5007, 1.6496)  0.00
H (2.2868, 2.5515, 2.0996)  -0.01
C (4.9587, 2.7361, 0.3145)  -0.10
C (4.7794, 1.3206, -0.2211)  -0.29
C (3.9577, 1.2353, -1.5023)  -0.33
S (2.1916, 1.5327, -1.2171)  0.88
O (1.4506, 0.8119, -2.3113)  -0.57
C (2.0852, 3.3270, -1.5925)  -0.32
C (1.4354, 3.6024, -2.9440)  -0.29
C (2.3857, 3.3863, -4.1146)  -0.09
H (5.5661, 2.7355, 1.2187)  0.08
H (4.0049, 3.2106, 0.5598)  0.05
H (5.4604, 3.3717, -0.4174)  0.09
H (4.3226, 0.6808, 0.5402)  0.10
H (5.7580, 0.8870, -0.4339)  0.12
H (3.9655, 0.2263, -1.9178)  0.10
H (4.3121, 1.9242, -2.2704)  0.10
H (3.0993, 3.7245, -1.5588)  0.08
H (1.5208, 3.7734, -0.7721)  0.07
H (1.0786, 4.6345, -2.9284)  0.12
H (0.5601, 2.9604, -3.0633)  0.08
H (3.2690, 4.0218, -4.0262)  0.08
H (1.8997, 3.6284, -5.0589)  0.08
H (2.7083, 2.3459, -4.1668)  0.07

=====

| no. | molar mass (g mol⁻¹) | strongest force on any atom (eV/A) |
| --- | --- | --- |
| 1 | 799.6 | 4.5 |
| 2 | 121.2 | 1.4 |
| 3 | 1256.7 | 2.9 |
| 4 | 783.4 | 0.8 |